Here is an isolated molecule of C6H12P4 in a non-equilibrium geometry from OMol25. Energies are from ωB97M-V with the def2-TZVPD basis set.

Structure (XYZ):
```
22
Properties=species:S:1:pos:R:3:forces:R:3:nbo_charge:R:1
H 2.969 -1.885 1.358 0.746 0.797 0.299 0.25
H 3.336 0.548 -0.389 0.644 -0.642 -0.389 -0.02
H -2.875 1.707 -0.253 2.532 -0.857 -1.934 0.25
P -0.524 2.391 -1.197 -0.159 0.041 -0.055 0.61
C 1.471 1.569 0.233 -1.145 -0.786 0.654 -0.35
H 1.712 -2.632 -0.399 0.961 0.167 -0.379 0.24
H 0.951 -1.004 -0.569 0.586 -0.228 -0.262 0.23
H 0.305 1.461 -1.974 -0.610 0.526 0.709 -0.02
P 2.780 0.660 0.877 0.877 -0.687 1.417 0.60
H -0.927 -0.695 -1.370 -1.865 1.057 0.708 0.22
C 2.179 -1.139 1.251 -0.217 -0.358 -1.385 -0.68
H 0.463 3.180 1.112 -0.609 -0.379 -0.350 0.23
H -2.286 1.353 -2.036 -0.523 0.156 0.733 0.24
P -0.117 -2.460 0.909 -1.420 -0.792 0.441 0.33
P -1.257 -0.633 1.035 -2.209 -0.697 -0.234 0.18
C -1.852 -0.268 -0.770 1.231 -1.597 -0.902 -0.69
C -1.966 1.270 -0.966 -2.642 -0.203 -0.084 -0.75
C 0.449 2.372 0.354 1.238 0.334 -0.293 -0.56
H -2.799 -0.889 -1.197 2.154 1.576 1.411 0.25
C 1.329 -1.769 0.122 -0.766 0.848 -0.433 -0.79
H -2.460 -1.393 1.419 0.823 0.723 0.020 0.00
H 1.578 -1.277 2.155 0.373 1.001 0.307 0.24
```
Positions in Å, forces in eV/Å.

Highest occupied orbital energy (alpha / beta) in hartree: -0.252 / -0.282